(1)
{"formula": "C28H35N5O", "method": "ωB97M-V/def2-TZVPD", "gap_ev": 8.96, "smiles": "O=C(NCCC1=CCCCC1)C1CCN(Cc2cnn(-c3ccccc3)c2-n2cccc2)CC1", "total_energy_ev": -39102.30706, "fmax_ev_per_a": 0.96, "total_charge": 0, "de_lowest_kj_mol": 10.94, "elements": ["O", "C", "N", "C", "C", "C", "C", "C", "C", "C", "C", "C", "C", "C", "N", "C", "C", "C", "N", "N", "C", "C", "C", "C", "C", "C", "C", "N", "C", "C", "C", "C", "C", "C", "H", "H", "H", "H", "H", "H", "H", "H", "H", "H", "H", "H", "H", "H", "H", "H", "H", "H", "H", "H", "H", "H", "H", "H", "H", "H", "H", "H", "H", "H", "H", "H", "H", "H", "H"], "positions_angstrom": [[-2.7224, -0.2021, 1.8037], [-3.1746, -0.8707, 0.8992], [-4.3638, -0.6074, 0.3079], [-5.1359, 0.5781, 0.5930], [-4.8416, 1.7193, -0.3975], [-3.4286, 2.1975, -0.2122], [-2.4243, 1.7086, -0.9256], [-0.9866, 2.0545, -0.6978], [-0.8363, 3.3140, 0.1465], [-1.7657, 3.2192, 1.3505], [-3.2149, 3.2113, 0.8765], [-2.5031, -2.1468, 0.3892], [-2.1381, -2.0886, -1.0965], [-1.4613, -3.4085, -1.5096], [-0.3173, -3.7829, -0.7115], [0.9849, -3.3238, -1.1524], [1.2133, -1.8481, -1.3076], [0.7608, -1.0208, -2.3540], [1.1933, 0.2122, -2.2217], [1.9197, 0.2402, -1.1019], [2.4646, 1.4525, -0.6520], [2.8515, 2.3947, -1.5985], [3.3671, 3.6085, -1.1869], [3.5014, 3.8862, 0.1637], [3.1001, 2.9516, 1.1034], [2.5732, 1.7366, 0.7048], [1.9727, -0.9960, -0.5217], [2.8101, -1.2600, 0.5545], [4.1459, -0.9634, 0.5698], [4.6661, -1.3744, 1.7620], [3.6085, -1.9372, 2.5071], [2.4830, -1.8565, 1.7389], [-0.6086, -3.7431, 0.7034], [-1.2252, -2.4241, 1.1786], [-4.6312, -1.1415, -0.5031], [-4.8665, 0.8894, 1.6042], [-6.1980, 0.3173, 0.5655], [-4.9946, 1.3551, -1.4162], [-5.5459, 2.5317, -0.2098], [-2.6142, 0.9813, -1.7052], [-0.4656, 2.1578, -1.6526], [-0.5247, 1.2139, -0.1679], [0.2020, 3.4271, 0.4658], [-1.1022, 4.1893, -0.4509], [-1.5986, 4.0543, 2.0340], [-1.5692, 2.2888, 1.8857], [-3.8783, 2.9943, 1.7165], [-3.4888, 4.2011, 0.4928], [-3.2100, -2.9723, 0.5492], [-1.4619, -1.2495, -1.2651], [-3.0217, -1.9434, -1.7225], [-2.1998, -4.2157, -1.4098], [-1.1552, -3.3614, -2.5564], [1.1625, -3.7900, -2.1303], [1.7234, -3.7237, -0.4513], [0.1585, -1.2895, -3.1992], [2.7314, 2.1600, -2.6443], [3.6674, 4.3391, -1.9228], [3.9092, 4.8330, 0.4837], [3.1855, 3.1710, 2.1569], [2.2356, 1.0299, 1.4463], [4.6162, -0.4955, -0.2728], [5.6884, -1.2859, 2.0714], [3.6728, -2.3522, 3.4933], [1.4760, -2.1485, 1.9543], [-1.3238, -4.5517, 0.9058], [0.3067, -3.9680, 1.2543], [-0.5351, -1.5937, 1.0174], [-1.4471, -2.4739, 2.2454]], "atomic_forces_ev_per_a": [[0.2009, 0.2617, 0.3062], [-0.1183, -0.6125, -0.2222], [-0.3106, 0.0520, -0.2440], [-0.0985, 0.2390, -0.0014], [0.2077, -0.1904, 0.1422], [-0.3286, 0.1093, -0.2192], [0.1562, 0.0109, -0.1040], [0.0335, 0.2502, -0.0145], [0.0553, -0.2176, 0.1334], [-0.0483, 0.2682, -0.0818], [0.2576, -0.1067, 0.1333], [0.3618, 0.2317, 0.1473], [-0.0560, -0.2511, 0.0243], [-0.0728, 0.1085, -0.0420], [0.0431, -0.0915, 0.0197], [0.0612, -0.1080, -0.0915], [0.2527, 0.1355, 0.3717], [0.3675, 0.0006, 0.3645], [-0.1679, 0.4237, -0.5332], [-0.1546, -0.7648, 0.1812], [0.2295, 0.8100, 0.1600], [-0.0270, -0.1968, 0.0040], [0.0028, 0.0358, 0.0464], [0.0241, 0.0881, 0.0433], [0.0398, 0.0341, -0.0159], [-0.0861, -0.0834, -0.1033], [-0.5561, -0.2029, -0.7502], [0.1621, -0.0029, -0.0496], [0.5182, -0.0134, -0.0488], [0.1146, 0.1393, -0.1620], [-0.1917, -0.0861, 0.0726], [-0.2713, -0.1637, 0.4635], [-0.0187, 0.1263, 0.1140], [-0.1565, -0.2423, -0.0089], [0.1108, -0.0539, 0.0911], [-0.1451, -0.0285, -0.0429], [0.0762, 0.0394, 0.0819], [-0.0594, 0.0245, -0.0247], [-0.0736, 0.0455, -0.0509], [-0.1805, -0.1141, -0.0993], [0.0173, -0.0687, 0.0695], [0.1498, -0.0813, -0.0350], [0.0104, 0.0515, -0.0468], [0.0231, 0.0812, -0.0371], [0.0042, -0.0298, 0.0592], [0.0279, -0.0376, 0.0864], [-0.0872, 0.0251, 0.0249], [-0.0836, 0.0142, 0.0596], [0.0062, 0.0175, -0.0093], [-0.0819, 0.0558, 0.0152], [-0.0225, 0.0456, -0.0641], [-0.0537, 0.0603, -0.1150], [-0.0460, -0.0656, -0.0499], [0.1035, 0.0276, 0.1289], [0.0096, -0.0303, -0.1186], [-0.1591, -0.0373, -0.2058], [0.0011, -0.0073, -0.0792], [0.0205, 0.0516, -0.0688], [0.0314, 0.0839, 0.0281], [0.0034, 0.0093, 0.0910], [-0.0335, -0.1128, 0.0603], [0.0301, 0.0738, -0.1516], [0.1969, 0.0460, 0.0010], [-0.0552, -0.0869, 0.1741], [-0.2302, -0.0298, -0.0216], [0.0353, 0.0030, 0.1221], [-0.0284, -0.0582, 0.0088], [0.0219, 0.0444, 0.0567], [0.0343, 0.0512, 0.0267]], "nbo_charge": [-0.6347, 0.7078, -0.6223, -0.2167, -0.4332, 0.0241, -0.1934, -0.4343, -0.3953, -0.3990, -0.4288, -0.3127, -0.4214, -0.2130, -0.4487, -0.2421, -0.0987, -0.0566, -0.2539, -0.1960, 0.2080, -0.2276, -0.2032, -0.2181, -0.1902, -0.2461, 0.2984, -0.3735, -0.0537, -0.2938, -0.2835, -0.0618, -0.2163, -0.4108, 0.3884, 0.2252, 0.1962, 0.2024, 0.2104, 0.1905, 0.2252, 0.1986, 0.2098, 0.1915, 0.2000, 0.2161, 0.2067, 0.2039, 0.2089, 0.2210, 0.1981, 0.1882, 0.1983, 0.2048, 0.2160, 0.2106, 0.2371, 0.2170, 0.2155, 0.2184, 0.2317, 0.2215, 0.2256, 0.2240, 0.2192, 0.1866, 0.2011, 0.2070, 0.2257]}


(2)
{"formula": "C28H35N5OP2Pb", "method": "ωB97M-V/def2-TZVPD", "gap_ev": [2.71, 2.97], "total_energy_ev": -62905.34021, "fmax_ev_per_a": 4.28, "total_charge": 2, "de_lowest_kj_mol": 70.68, "elements": ["Pb", "C", "C", "C", "C", "C", "C", "C", "C", "C", "H", "H", "H", "H", "H", "H", "H", "H", "H", "H", "H", "H", "H", "H", "H", "P", "P", "N", "N", "N", "N", "C", "C", "C", "C", "C", "C", "C", "C", "C", "C", "C", "C", "C", "C", "C", "C", "C", "C", "H", "H", "H", "H", "H", "H", "H", "H", "H", "H", "H", "H", "H", "H", "H", "H", "H", "H", "H", "H", "O", "C", "N"], "positions_angstrom": [[0.0921, -3.4332, 3.2660], [-0.9158, 2.6554, 5.2892], [-1.4406, 1.8927, 4.3144], [-1.0054, 1.6151, 2.9125], [0.2766, 0.7697, 2.6269], [1.6173, 1.3291, 2.9626], [1.9299, 2.4313, 3.6490], [1.0214, 3.6148, 3.8907], [0.2309, 3.5977, 5.2202], [1.5620, -2.7575, 4.7155], [-1.3722, 2.5886, 6.2757], [-2.1881, 1.1614, 4.6610], [-0.9214, 2.5539, 2.3632], [-1.8352, 1.0091, 2.4990], [0.1837, -0.1688, 3.1885], [0.2496, 0.5222, 1.5418], [2.4362, 0.8211, 2.4240], [2.9600, 2.6109, 3.9878], [0.3088, 3.7583, 3.0561], [1.6383, 4.5419, 3.9169], [0.8617, 3.4068, 6.1032], [-0.1497, 4.6229, 5.3233], [1.1217, -3.1721, 5.6436], [1.5989, -1.6514, 4.7096], [2.5064, -3.2872, 4.5925], [1.3059, -1.3174, -1.7191], [-1.9571, -0.8914, -1.6476], [2.6570, -0.2055, -1.8347], [2.0748, -2.5347, -2.8117], [-2.0327, 0.8903, -1.7465], [-3.5825, -1.1724, -2.3216], [0.3736, -0.4718, -3.0915], [-1.0192, -1.0698, -3.2492], [3.4472, 0.1891, -0.7485], [4.4369, 1.0475, -1.2140], [4.2568, 1.1773, -2.6341], [3.1663, 0.4032, -2.9833], [2.3890, -3.8263, -2.3635], [2.8080, -4.5823, -3.4492], [2.7436, -3.7393, -4.6115], [2.3294, -2.4880, -4.1802], [-1.6515, 1.7018, -0.6685], [-1.7051, 3.0367, -1.0630], [-2.0975, 3.0540, -2.4441], [-2.2374, 1.7327, -2.8460], [-4.4396, -0.4885, -3.1922], [-5.5658, -1.2687, -3.4270], [-5.3858, -2.5032, -2.7103], [-4.1621, -2.4296, -2.0661], [0.8580, -0.4979, -4.0732], [0.3115, 0.5850, -2.8029], [-1.5551, -0.6295, -4.1001], [-0.9516, -2.1478, -3.4412], [3.2070, -0.1751, 0.2430], [5.1989, 1.5311, -0.6253], [4.8470, 1.7719, -3.3181], [2.6870, 0.2806, -3.9481], [2.2840, -4.0674, -1.3189], [3.1179, -5.6174, -3.4326], [2.9535, -4.0205, -5.6355], [2.2030, -1.5834, -4.7542], [-1.3843, 1.2464, 0.2742], [-1.4895, 3.9000, -0.4508], [-2.2612, 3.9259, -3.0622], [-2.4633, 1.3338, -3.8273], [-4.2020, 0.4928, -3.5753], [-6.4221, -0.9983, -4.0304], [-6.0769, -3.3300, -2.6737], [-3.6281, -3.1420, -1.4518], [-1.7413, -1.1806, 6.4358], [-1.3635, -1.3702, 5.3059], [-1.0485, -1.5842, 4.1528]], "atomic_forces_ev_per_a": [[-1.0306, 0.5595, -0.0974], [1.7277, 2.6368, 2.2365], [-0.4617, -3.6673, -2.1610], [-1.1643, -0.0204, 0.2164], [0.3907, 0.1435, -0.3750], [0.4212, 0.4484, -0.6423], [0.2012, 0.4646, -0.0500], [-0.1600, 0.3099, 0.5764], [-0.0877, -0.3221, -0.9806], [0.3795, -0.3767, 0.4638], [-0.1314, -0.0257, -0.1299], [0.0061, 0.6001, -0.1259], [-0.0439, -0.0246, -0.1545], [0.4396, 0.4201, -0.0012], [-0.2693, 0.1913, -0.1894], [-0.0607, 0.0911, 0.5923], [-0.2255, -0.2670, 0.9757], [-0.2964, -0.2369, -0.5788], [0.5170, 0.0018, 0.4689], [-0.2881, -0.7305, -0.0988], [-0.0479, 0.1809, -0.1665], [-0.3663, -0.0585, 0.6102], [0.1667, 0.5937, -0.0804], [0.2379, -0.7697, 0.2500], [0.2496, 0.4711, 0.0281], [1.9743, 1.6770, -2.1027], [-2.2456, 2.0899, -2.3749], [-0.1055, 0.0058, 0.7828], [-0.1479, -1.4344, 0.3550], [0.8978, 0.0951, 0.5241], [0.2878, -1.1965, 0.5173], [-0.7392, -0.1520, 0.1479], [0.0076, -0.3899, 0.3340], [0.5073, 0.5609, -0.7990], [-0.9325, -0.7268, -0.1493], [-0.7061, -0.6770, 0.4009], [0.4674, 0.3753, 0.3102], [-0.6235, 2.4080, -0.5677], [0.3536, 0.3714, -2.9575], [0.5528, -2.4953, 1.5280], [-0.4875, 0.3108, 1.5679], [-0.3743, 0.7646, -0.8001], [-0.0940, -1.2221, -0.1555], [0.2201, -1.1945, 0.3172], [0.0606, 0.5228, 0.5490], [-0.5580, -0.4978, -0.0072], [1.2523, -0.0600, 0.6737], [0.9406, 0.5515, 0.1410], [-0.7321, 0.6218, -0.4585], [0.0860, 0.0535, 0.5089], [-0.0127, -0.1187, 0.0225], [0.0421, -0.0869, 0.3679], [-0.0597, -0.0008, -0.0918], [0.1570, 0.0859, -0.1498], [-0.0461, -0.0529, 0.0429], [-0.0733, -0.0798, 0.1300], [0.2763, 0.1965, 0.3479], [-0.0116, -0.1202, 0.0323], [-0.0374, 0.0949, 0.0317], [0.1061, 0.0443, 0.1969], [0.0255, -0.2205, 0.0419], [-0.1643, 0.0750, -0.1216], [-0.0248, -0.1060, -0.0162], [0.0894, -0.1496, 0.0510], [0.0197, 0.1783, 0.3000], [-0.1924, -0.2316, 0.2504], [0.2013, 0.0383, 0.0791], [0.0782, 0.0039, -0.0045], [-0.2179, 0.0410, 0.0458], [0.9397, -0.0113, -2.3257], [-0.7735, -0.4335, 1.0859], [-0.2871, -0.1218, 0.8113]], "mulliken_charge": [0.8919, -0.4543, -0.3405, -1.1096, 1.9887, -0.1962, -0.7399, -0.8094, -0.6417, -1.2943, 0.4364, 0.4955, 0.6538, 0.5885, -0.6073, -0.2487, 0.2292, 0.4399, 0.2276, 0.4665, 0.4136, 0.4279, 0.3870, 0.2454, 0.4256, 0.1345, -0.2064, 0.4398, 0.2748, 0.3243, 0.3325, -0.7115, -1.3012, -0.4068, -0.6410, -0.7564, -0.1178, -0.1758, -0.5873, -0.6482, 0.2712, -0.2844, -0.3168, -1.2888, -0.0726, -0.0975, -0.5764, -0.5959, -0.3969, 0.2289, 0.6818, 0.4759, 0.5207, 0.3861, 0.4309, 0.4632, 0.3158, 0.4830, 0.4428, 0.4663, 0.3390, 0.0382, 0.4580, 0.4739, 0.4896, 0.3009, 0.4426, 0.4298, 0.3417, -0.5544, 0.7373, -0.8637]}